Entry 1:
The following is a DFT calculation (the ωB97M-V functional and the def2-TZVPD basis) of a molecular structure, C26H41F4KN6O.

## Properties
LUMO level = 4.07 eV
relative energy (zero: lowest compared OMol25 entry of this formula, charge and spin) = 0.0 kJ/mol
Kohn-Sham gap = 2.819 eV

Structure (ORCA input):
```
! RIJCOSX wB97M-V def2-TZVPD def2/J DEFGRID3
* xyz -2 1
K 0.87347 0.35149 0.42883
C -4.08818 2.81968 0.20715
C -4.36407 1.44028 -0.37697
N -3.14430 0.73427 -0.76537
C -3.28019 0.08623 -2.06775
C -3.32564 1.06594 -3.22396
C -2.79219 -0.28257 0.23316
C -2.57945 0.20611 1.65374
N -1.38107 1.00522 1.79905
C -0.98586 1.33419 3.01550
C 0.24831 2.04599 3.21231
F 0.98058 2.42031 2.12098
C 0.73746 2.42653 4.43082
F 1.90806 3.10279 4.47191
C 0.08480 2.15662 5.62388
C -1.11620 1.48620 5.48842
F -1.83165 1.20249 6.60591
C -1.63255 1.09872 4.27744
F -2.85362 0.48596 4.32494
H -4.99667 3.25870 0.62956
H -3.72817 3.50233 -0.57041
H -3.32762 2.75564 0.98804
H -5.02218 1.53791 -1.24426
H -4.92032 0.84731 0.36267
H -4.17559 -0.56345 -2.07887
H -2.40971 -0.55671 -2.21490
H -4.14261 1.78969 -3.14295
H -3.45549 0.51802 -4.16066
H -2.38935 1.61561 -3.29012
H -1.88928 -0.80316 -0.09859
H -3.60110 -1.03499 0.26976
H -2.51126 -0.71285 2.25188
H -3.48632 0.71710 2.00774
H 0.49481 2.43141 6.58271
N 2.87913 0.17421 -1.62132
C 3.21307 -0.90829 -2.56520
C 2.49924 -0.68177 -3.89610
C 1.07446 -1.24940 -3.91244
N 0.19932 -0.87932 -2.80387
H 3.33947 1.02692 -1.93086
H 3.35983 -0.06083 -0.74404
H 2.86623 -1.84387 -2.12341
H 4.29869 -0.98513 -2.70437
H 3.03661 -1.16311 -4.72277
H 2.49308 0.39612 -4.10795
H 1.14188 -2.34120 -3.88189
H 0.60651 -0.98147 -4.86930
H 0.36278 0.09761 -2.58030
H 0.50384 -1.44005 -1.99248
N -0.57635 3.17647 -1.33680
C -0.23688 3.43087 -2.63376
N -1.28476 3.89948 -3.41201
O 0.87570 3.26703 -3.09837
H -1.52043 2.90855 -1.08810
H 0.10418 2.70662 -0.76780
H -2.03228 4.39105 -2.95249
H -0.98340 4.28163 -4.29134
C 1.72921 -4.86195 0.55860
C 1.29934 -3.46184 0.95833
C 0.38528 -3.52368 2.16296
C 1.07763 -2.44163 -0.14169
C 2.28585 -2.30900 0.86212
C 2.42015 -1.31555 1.99273
C 3.51481 -0.49660 2.14489
C 4.67927 -0.61178 1.35038
C 4.72328 -1.75021 0.48599
C 3.65569 -2.57171 0.28940
H 0.83943 -5.47490 0.35572
H 2.31162 -5.36032 1.34846
H 2.32385 -4.84507 -0.35253
H -0.46392 -4.18928 1.95296
H -0.02317 -2.54351 2.41518
H 0.89970 -3.91180 3.05281
H 0.22137 -1.81077 0.20343
H 1.55889 -1.11640 2.63425
H 3.47368 0.27268 2.91435
H 5.56350 -0.02003 1.55411
H 5.64762 -1.97669 -0.04380
H 3.76013 -3.39104 -0.41327
*
```



Entry 2:
The following is a DFT calculation (the ωB97M-V functional and the def2-TZVPD basis) of 3 unconnected molecules or ions with the total composition C26H41N3O3S.

## Properties
LUMO level = -0.12 eV
Kohn-Sham gap = 9.225 eV

Structure (ORCA input):
```
! RIJCOSX wB97M-V def2-TZVPD def2/J DEFGRID3
* xyz 0 1
O 5.28768 -0.26853 3.01978
C 4.72137 -0.04494 1.98696
N 5.12487 0.97589 1.04530
C 4.49848 0.63738 -0.21853
O 4.84938 1.06363 -1.27997
C 3.43970 -0.37092 0.06638
C 2.43231 -0.86076 -0.73556
C 1.54566 -1.77377 -0.18071
C 0.38500 -2.25463 -1.00705
C -0.72933 -1.19050 -1.04538
C -1.17860 -0.71408 0.32685
C -2.33694 0.30176 0.22760
S -2.04246 1.91983 1.00858
C -0.48232 2.35744 0.40958
N 0.21298 1.86533 -0.55874
N 1.39482 2.59696 -0.58999
C 1.30430 3.46560 0.34177
O 0.14465 3.38254 1.03775
C 1.70763 -2.19452 1.14923
C 2.72848 -1.70844 1.94609
C 3.57963 -0.78083 1.38362
H 4.83629 1.90513 1.33027
H 2.33569 -0.51865 -1.75775
H 0.71390 -2.39558 -2.03826
H 0.00385 -3.21259 -0.65098
H -1.59267 -1.62141 -1.56156
H -0.37425 -0.36161 -1.65559
H -1.52557 -1.58526 0.88925
H -0.36585 -0.26471 0.89247
H -3.18030 -0.05210 0.81808
H -2.63248 0.46712 -0.80537
H 2.03890 4.21238 0.58737
H 0.99237 -2.90226 1.54810
H 2.84183 -2.02969 2.97196
C -5.19454 6.18973 6.21547
C -3.89437 5.52413 6.65693
C -2.78791 5.59047 5.60538
C -3.10865 4.88018 4.28908
C -3.45053 3.39760 4.42544
C -2.30917 2.56068 4.99506
H -5.61556 5.70750 5.33205
H -5.94596 6.13893 7.00439
H -5.03017 7.24271 5.97754
H -4.09084 4.48417 6.93151
H -3.53669 6.01480 7.56576
H -1.87007 5.17533 6.03069
H -2.56815 6.64051 5.38814
H -2.24742 4.98347 3.62055
H -3.93682 5.39031 3.78966
H -3.70952 3.01221 3.43584
H -4.34319 3.26993 5.04405
H -1.41966 2.63974 4.36597
H -2.58697 1.50683 5.04767
H -2.03969 2.87757 6.00366
C 1.50994 -5.40447 -3.54372
C 2.18097 -4.36434 -4.43611
C 1.19359 -3.55486 -5.27555
C 0.36716 -4.37563 -6.26706
C 1.18782 -5.18350 -7.27120
C 2.06010 -4.32117 -8.17875
H 0.96229 -6.14876 -4.12343
H 2.24983 -5.93617 -2.94415
H 0.80486 -4.92435 -2.86075
H 2.91441 -4.85353 -5.08225
H 2.74696 -3.67173 -3.80676
H 1.74119 -2.77554 -5.81220
H 0.50572 -3.02823 -4.60469
H -0.29226 -3.69506 -6.81489
H -0.29251 -5.05515 -5.72037
H 0.50002 -5.76596 -7.88952
H 1.81321 -5.91121 -6.74689
H 1.45079 -3.61345 -8.74465
H 2.60661 -4.93754 -8.89353
H 2.79614 -3.75133 -7.60991
*
```



Entry 3:
The following is a DFT calculation (the ωB97M-V functional and the def2-TZVPD basis) of a molecular structure, C26H41N4O6S7SiTeTi.

## Properties
LUMO level (alpha / beta) = 3.95 / 3.95 eV
relative energy (zero: lowest compared OMol25 entry of this formula, charge and spin) = 9.2 kJ/mol
Kohn-Sham gap (alpha / beta) = 5.825 / 5.875 eV

Structure (ORCA input):
```
! RIJCOSX wB97M-V def2-TZVPD def2/J DEFGRID3
* xyz -2 2
Ti -0.14061 0.12604 1.65023
C 3.23571 1.46015 0.13024
C 2.51554 1.55574 -1.20620
C 1.52047 2.71204 -1.19633
C 3.53417 1.75163 -2.32873
O 1.79785 0.31482 -1.34991
Si 1.27047 -0.44228 -2.72622
S 0.10201 -2.08048 -2.37238
O 0.60826 0.78825 -3.60531
C -0.38858 1.04981 -4.57322
C -1.41839 1.97076 -3.92420
C 0.30642 1.76102 -5.73384
C -1.07072 -0.21759 -5.07879
O 2.68952 -0.80125 -3.54370
C 3.17503 -1.91153 -4.26212
C 2.18675 -2.34026 -5.34570
C 3.45811 -3.06984 -3.30556
C 4.47889 -1.44451 -4.90975
H 3.85405 2.34735 0.29276
H 3.87360 0.57402 0.14956
H 2.54090 1.39537 0.96639
H 2.03212 3.64188 -0.92926
H 0.73811 2.53018 -0.46066
H 1.05521 2.82277 -2.17433
H 4.05729 2.69859 -2.16719
H 3.04647 1.78109 -3.30345
H 4.26082 0.93823 -2.33866
H -0.94472 2.89738 -3.59494
H -1.84644 1.48718 -3.04466
H -2.22091 2.21608 -4.62567
H 0.82060 2.65047 -5.36459
H -0.41636 2.06077 -6.49746
H 1.04755 1.09971 -6.18832
H -1.56637 -0.74101 -4.26359
H -0.34200 -0.90390 -5.51387
H -1.80618 0.04875 -5.84409
H 1.25409 -2.67411 -4.89016
H 2.60670 -3.15368 -5.94508
H 1.97442 -1.49429 -6.00443
H 2.53390 -3.37287 -2.81217
H 4.17423 -2.74907 -2.54497
H 3.87765 -3.92327 -3.84695
H 4.27877 -0.61102 -5.58607
H 4.95010 -2.25456 -5.47297
H 5.16979 -1.09941 -4.13829
O -2.80682 6.55304 0.10279
C -2.36276 5.45552 0.36170
S -1.14719 5.15645 1.60532
C -1.05227 3.41697 1.40262
C -1.84232 2.87716 0.45737
S -1.83816 1.17785 0.12985
S -2.86739 3.97213 -0.45184
S 0.03793 2.47468 2.36843
C 2.79109 -3.48731 0.71183
O 1.36596 -3.69349 0.66993
C 0.66222 -2.59024 0.83351
O 1.16479 -1.52149 1.17238
N -0.66628 -2.74547 0.65424
N -1.29780 -1.50323 0.47723
H 3.22577 -4.47540 0.59228
H 3.07865 -3.04151 1.66123
H 3.08446 -2.83292 -0.10776
H -0.91365 -3.46084 -0.01685
H -2.23955 -1.54365 0.85749
H -1.28403 -1.28807 -0.52962
Te -1.50907 -1.09440 3.82488
C -3.32592 -1.75703 2.92583
C -4.24488 -1.04786 2.19731
C -5.32925 -1.83438 1.71291
C -5.22973 -3.14323 2.07770
S -3.80506 -3.41101 2.99490
H -4.12697 0.00983 2.00094
H -6.14085 -1.43841 1.11724
H -5.90751 -3.95175 1.85029
C 1.98010 3.12251 7.50528
C 2.40587 2.83753 6.09106
C 3.21877 3.71116 5.38099
C 3.53870 3.32134 4.08990
N 3.09523 2.20724 3.53738
C 2.27087 1.44266 4.27961
S 1.64768 -0.02571 3.57271
N 1.94167 1.71666 5.55383
H 2.54886 3.94646 7.93860
H 2.10637 2.22806 8.11488
H 0.91986 3.38057 7.52210
H 3.58548 4.63450 5.80898
H 4.18590 3.93708 3.46864
*
```



| no. | total energy (eV) | maximum force (eV/A) |
| --- | --- | --- |
| 1 | -65807.5090 | 0.56 |
| 2 | -49075.3453 | 0.98 |
| 3 | -160017.0958 | 0.56 |